A structure of composition C29H46InN4O4S2SbTe, computed with ωB97M-V/def2-TZVPD.

Structure (XYZ):
```
88
Properties=species:S:1:pos:R:3:lowdin_charge:R:1
Te 0.5823 2.1530 -2.6958 1.36
Sb -0.2037 -1.0554 1.5117 1.64
In -0.7139 0.4173 -0.9016 0.32
S -2.8700 0.0839 -2.0205 0.64
S -5.5081 0.5650 -0.5779 0.91
O 5.2838 0.6554 -1.5319 0.15
O 3.1954 1.0323 -0.7969 0.06
O -0.3936 -1.5221 -2.5056 -0.06
O -0.3043 -2.4321 -4.4823 0.19
N -2.0786 2.2123 -0.0334 -0.08
N 0.4716 3.5875 0.0035 0.03
N 2.2297 -0.7372 -2.6468 0.15
N -3.4211 1.8538 0.0008 -0.10
C -2.9211 -2.2922 0.9890 -0.11
C -5.9544 -0.5903 -1.8932 -0.39
C 0.1922 1.1840 -4.5542 -0.37
C -1.0441 3.4684 -3.0403 -0.35
C 3.9821 -2.1433 -4.2743 0.01
C -1.8961 3.3710 0.4795 -0.07
C -2.1115 -2.7117 3.3146 -0.08
C -3.8196 0.9343 -0.8196 -1.06
C 1.7648 5.3318 1.0089 -0.02
C 0.3087 -0.4049 4.4576 -0.09
C 4.4570 -1.1855 -3.3928 0.05
C 1.0416 -2.8044 1.0830 -0.68
C 0.2820 -3.7169 0.1255 -0.09
C 0.7163 0.1508 3.0951 -0.68
C 2.6188 -2.3902 -4.3266 0.04
C 1.3651 -3.5407 2.3815 -0.09
C 3.5386 -0.5169 -2.5914 -0.17
C -2.9268 -0.4368 2.6794 -0.10
C 2.3230 -2.3054 0.4218 -0.11
C 1.6278 4.2160 0.1931 -0.13
C 0.1996 1.5697 2.9114 -0.12
C -2.1957 -1.6836 2.1904 -0.67
C 0.2884 -1.8538 -3.4518 -0.45
C -0.6083 4.0576 0.6384 -0.29
C 1.7817 -1.6533 -3.4967 -0.19
C 2.2350 0.1255 2.9691 -0.10
C -0.5722 5.1848 1.4497 0.01
C 3.9633 0.4826 -1.5457 -0.47
C 0.6406 5.8309 1.6425 -0.02
H -1.7030 -2.3009 4.2357 0.07
H -0.7270 0.6050 -4.4925 0.02
H 2.2438 -3.1686 -4.9796 0.13
H 1.8065 -2.8911 3.1394 0.07
H -2.8766 -1.6732 0.0901 0.02
H -5.3124 -0.4706 -2.7601 0.00
H -2.4629 -0.0062 3.5675 0.07
H -0.5843 -4.1796 0.5969 0.07
H -0.7292 4.1585 -3.8194 0.03
H 4.6640 -2.7009 -4.9017 0.13
H 2.4857 3.8084 -0.3327 0.10
H -6.9771 -0.3528 -2.1765 0.04
H -1.8994 2.8780 -3.3606 0.02
H 0.4937 -4.0337 2.8084 0.07
H -3.9453 -0.7267 2.9558 0.11
H 0.5422 1.9895 1.9678 0.05
H -1.5416 -3.5987 3.0416 0.07
H -0.8907 1.6276 2.9474 0.07
H -2.5422 -3.2840 0.7448 0.08
H 0.0757 1.9751 -5.2923 0.03
H 2.6476 -0.8599 3.1870 0.07
H 0.5906 2.1976 3.7195 0.11
H 5.5122 -0.9699 -3.3099 0.13
H -0.7528 -0.2730 4.6622 0.07
H -2.7774 3.8861 0.8549 0.14
H 2.6442 0.8155 3.7144 0.10
H 0.3018 -2.6195 -5.2108 0.13
H -1.2752 4.0097 -2.1316 0.00
H 2.7321 5.8000 1.1274 0.12
H 0.7014 6.7092 2.2710 0.12
H 2.8861 -3.1759 0.0679 0.10
H 0.5616 -1.4593 4.5795 0.08
H 2.5801 0.4525 1.9887 0.07
H -3.9783 -2.4009 1.2500 0.10
H 0.8576 0.1493 5.2255 0.10
H 5.5098 1.2882 -0.8330 0.15
H -3.0155 0.3366 1.9191 0.05
H 0.9530 -4.5269 -0.1794 0.10
H 2.1005 -4.3210 2.1607 0.10
H -3.1316 -3.0441 3.5315 0.11
H -5.8990 -1.6143 -1.5331 0.04
H 1.0388 0.5613 -4.8297 0.01
H -0.0506 -3.1996 -0.7743 0.06
H 2.9654 -1.7579 1.1078 0.07
H -1.4769 5.5407 1.9247 0.13
H 2.1081 -1.6707 -0.4372 0.04
```

Calculated values
Electronic energy (hartree): -3146.9432
Net charge: +2
Orbital gap (eV): 7.36
ΔE to the lowest compared entry with this formula, charge and spin (kcal/mol): 13.8
HOMO energy (eV): -12.96


A cluster of 8 separate species, C21H42F30N5P5 in total at a distorted geometry, computed with ωB97M-V/def2-TZVPD.

Structure (XYZ):
```
103
Properties=species:S:1:pos:R:3:lowdin_charge:R:1
P 17.2872 12.9402 16.3341 0.18
P 14.0523 17.6416 8.4905 0.07
P 15.6873 11.6036 10.1256 0.24
P 9.9689 8.7042 16.0364 0.29
P 7.6594 15.2043 11.5440 0.21
F 7.5553 13.8749 10.7043 -0.16
F 14.3759 17.3593 6.9450 -0.15
F 16.2443 13.9552 15.7083 -0.15
F 8.9198 9.0358 14.8456 -0.16
F 13.3290 19.0130 8.1163 -0.14
F 16.4000 12.9423 10.6953 -0.16
F 9.1035 7.4380 16.6005 -0.18
F 9.1510 9.6565 17.1383 -0.20
F 10.8492 10.0589 15.6709 -0.20
F 14.9512 10.2816 9.4984 -0.18
F 16.7973 11.4828 8.9845 -0.13
F 6.9794 16.0019 10.3012 -0.18
F 14.6487 16.1911 8.8299 -0.16
F 16.7581 11.7263 15.2881 -0.22
F 16.1229 12.3859 17.3725 -0.20
F 17.7419 14.0696 17.3639 -0.14
F 18.5045 13.3445 15.3405 -0.17
F 18.2930 11.8087 16.9489 -0.19
F 12.6220 16.8887 8.4168 -0.16
F 8.4191 14.3550 12.7242 -0.19
F 6.1176 14.9430 12.1928 -0.21
F 14.5515 11.6476 11.3550 -0.20
F 10.8000 7.7334 14.8998 -0.23
F 16.6133 10.7423 11.1806 -0.18
F 7.8008 16.5811 12.4694 -0.20
F 15.4415 18.3431 8.6672 -0.12
F 9.1148 15.5563 10.8819 -0.19
F 14.7131 12.5882 9.2369 -0.17
F 11.1363 8.2925 17.1088 -0.19
F 13.7902 17.9339 10.0651 -0.18
N 14.5494 9.2021 15.2218 -0.02
N 13.6133 8.8592 13.3220 -0.07
N 11.2357 12.9027 9.2512 -0.21
N 13.6310 13.8447 13.1811 0.00
N 14.8447 15.4205 12.2630 -0.04
C 12.7161 8.6281 12.2044 0.02
C 13.5111 15.8191 12.1472 0.00
C 9.3154 11.8303 7.8609 -0.19
C 10.9761 12.5239 10.6622 0.03
C 12.7914 14.9047 12.8024 -0.02
C 7.6765 13.2870 6.6001 -0.09
C 12.0163 11.9705 8.4134 -0.13
C 15.5657 9.2535 14.2544 0.01
C 7.8585 12.0711 7.5134 -0.24
C 14.9884 8.9980 13.0661 -0.01
C 14.5716 9.7208 16.5916 -0.14
C 12.2816 14.2984 7.6157 -0.14
C 13.1584 12.6460 13.8883 -0.17
C 9.8469 13.0912 8.5211 -0.08
C 13.1641 12.7812 15.4041 -0.07
C 13.4079 8.9346 14.6063 -0.05
C 11.9967 14.2496 9.0773 -0.09
C 14.8609 14.2636 12.9028 -0.06
C 16.0812 16.0057 11.6198 0.06
C 12.4821 12.8058 7.1478 -0.08
C 15.3210 8.8076 17.6092 -0.03
H 12.8634 14.0872 9.6532 0.10
H 11.7906 8.1896 12.4702 0.08
H 11.8584 12.5500 6.2807 0.10
H 9.8332 11.6441 6.8829 0.12
H 16.8349 15.2705 11.9354 0.09
H 14.9304 10.7577 16.5300 0.09
H 13.1611 14.9254 7.3450 0.12
H 9.4411 10.9230 8.4723 0.12
H 11.9442 12.2860 11.1554 0.10
H 7.4692 11.1505 7.1288 0.10
H 10.0426 13.8866 7.8523 0.10
H 16.3670 16.9755 11.9737 0.09
H 11.4174 14.7133 7.1465 0.09
H 13.2375 16.6492 11.5116 0.12
H 12.9304 11.7109 8.9330 0.09
H 15.8152 15.9044 10.5842 0.07
H 12.9723 11.8326 15.9283 0.06
H 7.3175 12.1885 8.4201 0.10
H 10.4920 13.3082 11.1327 0.05
H 16.3083 9.1675 17.7926 0.06
H 15.3823 7.8322 17.1237 0.08
H 7.7514 14.2987 7.0629 0.09
H 9.2171 13.5086 9.2692 0.10
H 15.8404 13.7832 13.0909 0.17
H 13.6799 11.6814 13.6650 0.11
H 10.3032 11.6350 10.7046 0.13
H 14.1134 13.1901 15.7452 0.05
H 6.7219 13.3324 6.1168 0.06
H 12.3623 13.4818 15.7622 0.10
H 15.2775 9.0281 12.0345 0.11
H 12.0499 12.5003 13.6477 0.14
H 11.7187 14.8373 12.7538 0.13
H 11.4565 11.0817 8.1381 0.11
H 12.6070 9.5098 11.5320 0.10
H 16.5727 9.5635 14.4807 0.13
H 13.5263 9.6956 16.8702 0.11
H 11.4091 15.0030 9.5662 0.13
H 8.4086 13.3191 5.7889 0.07
H 13.5195 12.5311 7.0065 0.10
H 14.7698 8.6750 18.4867 0.05
H 13.2071 7.8769 11.6109 0.09
H 12.4081 8.7937 15.0103 0.11
```

Calculated values
Electronic energy (hartree): -5803.2101
Net charge: -2
Orbital gap (eV): 10.06
HOMO energy (eV): -6.64


A structure of composition C13H10CuFNO7 at a distorted geometry, computed with ωB97M-V/def2-TZVPD.

Structure (XYZ):
```
33
Properties=species:S:1:pos:R:3:nbo_charge:R:1
Cu 0.4762 -0.4406 1.1218 0.62
F -7.4096 0.0513 0.7234 -0.32
O -3.2878 0.2685 0.1468 -0.56
O -5.2529 0.7143 1.3182 -0.52
O 2.0352 -0.2943 -1.8260 -0.65
O 3.5386 4.1113 -4.5562 -0.67
O 4.6941 1.5284 -5.1201 -0.69
O -5.0863 1.0962 -0.8851 -0.47
O 1.6077 2.1932 -0.7975 -0.66
N 2.9457 -3.2172 2.4929 -0.50
C 2.2128 -3.5629 4.5916 -0.31
C 1.6462 -3.5370 2.4333 -0.11
C 3.2394 -3.0935 3.8149 -0.07
C -4.4407 0.5964 0.1394 0.97
C 2.5891 3.3162 -2.6628 -0.50
C -6.6228 1.0965 0.8734 0.43
C -6.3100 1.7633 -0.4299 -0.13
C 2.4446 0.6255 -2.4694 0.45
C 3.8084 1.6950 -4.1464 0.37
C 1.1537 -3.8259 3.7364 -0.31
C 3.3612 3.1018 -3.7641 0.39
C 2.2320 2.1431 -1.8804 0.41
C 3.3973 0.5772 -3.5442 -0.50
H 3.5340 -2.9444 1.7185 0.43
H 2.2616 -3.4342 5.6628 0.22
H -7.0553 1.8685 1.5098 0.16
H 1.2369 -3.7434 1.4553 0.21
H -7.0756 1.4760 -1.1506 0.22
H 4.2104 -2.7381 4.1268 0.21
H 3.7014 -0.4101 -3.8594 0.20
H 0.1455 -4.0873 4.0220 0.22
H -6.0851 2.8272 -0.3550 0.21
H 2.1539 4.2792 -2.4403 0.21
```

Calculated values
Electronic energy (hartree): -2822.9990
Net charge: -1
Orbital gap (eV): 2.93
ΔE to the lowest compared entry with this formula, charge and spin (kcal/mol): 116.5
HOMO energy (eV): -3.00


Question: Which of these has the lowest HOMO energy?
Answer: C29H46InN4O4S2SbTe


Question: Among the records above, which one has the lowest net charge?
Answer: C21H42F30N5P5


Question: Which of these has the lowest orbital gap?
Answer: C13H10CuFNO7


Question: What is the net charge in the first record?
Answer: +2